Record 1
This record from OMol25 describes a 3-piece molecular cluster, C3H14N2O2 overall in a non-equilibrium geometry. The level of theory is ωB97M-V/def2-TZVPD.

Each line ends with the Mulliken charge.
CARTESIAN COORDINATES (ANGSTROEM)
1 C 1.4414 1.2681 -1.8082  -0.908
2 N 0.9211 0.8511 -0.5084  -0.372
3 C -0.3446 0.1392 -0.6231  -0.699
4 C -0.8867 -0.3164 0.7200  -0.353
5 N -2.0531 -1.2445 0.6614  -0.649
6 H 1.8686 0.3739 -2.2777  0.375
7 H 0.6022 1.6030 -2.4038  0.309
8 H 2.2209 2.0080 -1.7488  0.295
9 H 1.5728 0.2526 -0.0222  0.213
10 H -0.2340 -0.7414 -1.2755  0.375
11 H -1.0779 0.8297 -1.0551  0.323
12 H -1.2655 0.5738 1.2288  0.258
13 H -0.0732 -0.7446 1.3133  0.350
14 H -2.2071 -1.6263 1.5852  0.237
15 H -2.7907 -0.5958 0.4102  0.259
16 O -0.0403 3.3404 0.4901  -0.700
17 H -0.8194 3.6996 0.0576  0.297
18 H 0.1211 2.4246 0.1891  0.388
19 O 0.6181 -3.9579 1.5802  -0.613
20 H 1.0269 -4.7428 1.9698  0.310
21 H 1.3996 -3.3941 1.5170  0.306

Values from the calculation:
multiplicity: 1
E: -10412.6159 eV
F_max: 1.63 eV/Å
HOMO: -9.28 eV
gap between HOMO and LUMO: 0.3631 Eh
relative energy (zero: lowest compared OMol25 entry of this formula, charge and spin): 27.1 kcal per mole

Record 2
This record from OMol25 describes a 6-piece molecular cluster, C17H42N7O5S overall. The level of theory is ωB97M-V/def2-TZVPD.

Each line ends with the Mulliken charge.
CARTESIAN COORDINATES (ANGSTROEM)
1 C 1.0020 -5.2102 -1.1831  -0.317
2 N -0.4138 -4.9700 -0.9257  -0.373
3 C -0.8042 -3.5541 -1.1583  -0.009
4 N -1.9448 -3.1436 -0.3894  -0.692
5 S -3.3640 -3.8372 -1.0013  -0.357
6 H 1.2318 -5.0245 -2.2332  0.247
7 H 1.2640 -6.2522 -0.9694  0.366
8 H 1.6609 -4.5733 -0.5760  -0.207
9 H -0.5993 -5.1082 0.0634  0.298
10 H 0.0291 -2.8935 -0.8439  -0.160
11 H -0.9573 -3.4321 -2.2518  0.285
12 H -3.1513 -5.1714 -1.0981  0.072
13 C -0.3672 2.1607 0.4124  0.138
14 O 0.8559 2.1073 0.4550  -0.637
15 N -1.1895 1.1558 0.0940  0.192
16 C -2.6275 1.3524 0.0838  -0.824
17 C -0.6769 -0.1729 -0.2438  -0.794
18 H -0.9145 3.0910 0.6395  0.159
19 H -3.1036 0.6641 0.7844  0.329
20 H -3.0323 1.1560 -0.9109  0.303
21 H -2.8550 2.3757 0.3754  0.274
22 H -0.1103 -0.5873 0.5900  0.152
23 H -0.0139 -0.1201 -1.1095  0.179
24 H -1.5039 -0.8524 -0.4575  0.515
25 C -5.3235 -5.2727 -4.6752  0.077
26 O -5.3746 -5.4634 -3.4816  -0.528
27 N -5.0883 -4.0596 -5.2267  0.173
28 C -4.9968 -3.8603 -6.6493  -0.918
29 C -4.8980 -2.9367 -4.3165  -0.670
30 H -5.4398 -6.0768 -5.4268  0.219
31 H -4.0119 -3.4782 -6.9315  0.326
32 H -5.7529 -3.1515 -7.0006  0.316
33 H -5.1543 -4.8111 -7.1588  0.294
34 H -4.0800 -3.1352 -3.6204  0.039
35 H -5.7939 -2.7814 -3.7136  0.269
36 H -4.6921 -2.0416 -4.9027  0.344
37 C 3.1709 -1.7752 -0.9026  0.053
38 O 3.3414 -2.8160 -1.5042  -0.599
39 N 3.3193 -1.6485 0.4293  0.267
40 C 3.0064 -0.4241 1.1352  -0.912
41 C 3.7685 -2.8056 1.1788  -1.044
42 H 2.8254 -0.8479 -1.3919  0.316
43 H 3.8793 -0.0310 1.6561  0.542
44 H 2.2097 -0.5993 1.8606  0.237
45 H 2.6461 0.3132 0.4228  0.188
46 H 4.7537 -3.1287 0.8371  0.313
47 H 3.0791 -3.6405 1.0460  0.228
48 H 3.8211 -2.5404 2.2327  0.390
49 C 5.6399 2.2077 3.3429  0.091
50 O 5.0455 1.1574 3.2084  -0.564
51 N 5.4063 3.3008 2.5889  0.167
52 C 6.1278 4.5377 2.7772  -0.913
53 C 4.3866 3.2118 1.5534  -0.962
54 H 6.4268 2.3589 4.1023  0.223
55 H 5.4467 5.3526 3.0332  0.323
56 H 6.6736 4.8141 1.8720  0.320
57 H 6.8440 4.4186 3.5889  0.287
58 H 3.4169 2.9616 1.9841  0.356
59 H 4.6393 2.4343 0.8324  0.241
60 H 4.3186 4.1693 1.0418  0.397
61 C -2.5187 5.4877 1.8412  0.069
62 O -2.9491 4.4456 1.3878  -0.592
63 N -1.9055 5.5886 3.0369  0.125
64 C -1.4000 6.8442 3.5419  -0.924
65 C -1.7416 4.3779 3.8268  -0.851
66 H -2.5832 6.4468 1.2998  0.294
67 H -0.3208 6.7940 3.7025  0.335
68 H -1.8800 7.1073 4.4873  0.333
69 H -1.6047 7.6328 2.8195  0.289
70 H -1.1584 3.6376 3.2789  0.222
71 H -2.7115 3.9369 4.0575  0.305
72 H -1.2276 4.6283 4.7521  0.368

Values from the calculation:
multiplicity: 1
E: -49812.9523 eV
F_max: 0.66 eV/Å
total charge: -1
HOMO: -1.93 eV
gap between HOMO and LUMO: 0.1378 Eh

Record 3
This record from OMol25 describes C26H27BInN11S7Sb as an isolated structure in a non-equilibrium geometry. The level of theory is ωB97M-V/def2-TZVPD.

Each line ends with the Mulliken charge.
CARTESIAN COORDINATES (ANGSTROEM)
1 In 0.2937 0.0535 -0.6622  0.814
2 N 3.4354 2.5702 1.5941  0.465
3 C 2.5051 2.4340 0.6253  -1.059
4 N 1.2539 2.2411 0.8281  0.295
5 C 0.8198 2.0210 2.1158  0.130
6 N -0.4009 1.6411 2.3530  -1.179
7 N -1.1192 1.3615 1.2572  1.452
8 C -2.3987 1.4235 1.3089  -1.949
9 C -3.1405 1.1877 0.0970  1.581
10 C -4.5388 1.1783 0.0733  -1.118
11 C -5.1845 0.9571 -1.1257  -0.322
12 C -4.4291 0.7250 -2.2689  -0.706
13 C -3.0482 0.7638 -2.1563  -0.500
14 N -2.4212 1.0220 -1.0250  0.128
15 C 1.7232 2.2605 3.2239  1.132
16 C 1.3196 2.2198 4.5568  -0.393
17 C 2.2363 2.4360 5.5651  -0.871
18 C 3.5608 2.7171 5.2554  -0.496
19 C 3.9820 2.7660 3.9415  -1.011
20 C 3.0678 2.5280 2.9210  -0.061
21 H 4.4181 2.5773 1.3623  0.308
22 H 2.8480 2.5290 -0.3950  0.102
23 H -2.9393 1.7068 2.2167  0.237
24 H -5.0937 1.3396 0.9852  0.453
25 H -6.2637 0.9542 -1.1702  0.443
26 H -4.8951 0.5207 -3.2198  0.429
27 H -2.4043 0.5846 -3.0085  0.489
28 H 0.2821 2.0150 4.7653  0.492
29 H 1.9254 2.3953 6.5982  0.434
30 H 4.2701 2.9000 6.0471  0.420
31 H 5.0084 2.9949 3.6947  0.455
32 C 2.9056 1.5034 -3.4751  -0.800
33 N 3.4882 0.4753 -2.6660  0.405
34 C 4.6874 0.5597 -2.0003  -0.735
35 C 4.9101 -0.6539 -1.4441  -0.496
36 N 3.8760 -1.4824 -1.7572  -0.051
37 B 3.7321 -2.9358 -1.2727  0.433
38 N 2.6903 -2.9909 -0.1045  0.585
39 C 2.0656 -4.1559 0.2348  -0.740
40 C 1.5187 -4.0225 1.4668  -1.042
41 N 1.8055 -2.7505 1.8909  0.451
42 C 1.4128 -2.1441 3.1282  -0.939
43 C 2.4948 -2.1277 0.8998  -0.800
44 S 2.9510 -0.5083 1.0503  -0.011
45 C 2.9981 -0.7831 -2.4901  -0.227
46 S 1.5350 -1.3094 -3.1253  -0.434
47 H 3.6157 1.8244 -4.2409  0.327
48 H 2.6175 2.3680 -2.8737  0.028
49 H 2.0100 1.0976 -3.9480  0.331
50 H 5.2538 1.4705 -1.9754  0.556
51 H 5.7124 -0.9932 -0.8220  0.475
52 H 4.7896 -3.2680 -0.8122  -0.208
53 H 3.3459 -3.6286 -2.1545  -0.166
54 H 2.0413 -4.9890 -0.4359  0.506
55 H 0.9739 -4.7126 2.0811  0.817
56 H 1.3418 -2.9142 3.8971  0.384
57 H 0.4479 -1.6387 3.0178  0.236
58 H 2.1585 -1.3959 3.4088  0.369
59 S -3.9309 -3.6504 -0.0815  -0.409
60 Sb -1.9541 -4.7394 1.1697  0.317
61 S -1.1174 -2.2887 0.5583  -0.191
62 S -3.1163 -1.8359 0.4184  0.011
63 S -1.1605 -6.2027 -0.3467  -0.601
64 S 0.6099 3.8555 -2.3914  -0.392
65 C 0.1313 4.2764 -0.8772  0.042
66 N -1.0999 3.8186 -0.4231  0.174
67 C -1.6173 4.2525 0.7375  0.013
68 C -0.8889 5.0897 1.5354  -0.764
69 C 0.4068 5.4206 1.0821  -0.057
70 N 0.8718 5.0681 -0.0817  -0.458
71 H -1.5132 3.0379 -0.9287  0.058
72 H -2.6156 3.9244 0.9878  0.516
73 H -1.2732 5.4654 2.4682  0.434
74 H 1.0742 6.0111 1.6978  0.461

Values from the calculation:
multiplicity: 1
E: -132031.2600 eV
F_max: 1.41 eV/Å
total charge: -1
HOMO: -3.61 eV
gap between HOMO and LUMO: 0.1782 Eh
relative energy (zero: lowest compared OMol25 entry of this formula, charge and spin): 57.5 kcal per mole

Record 4
This record from OMol25 describes a 14-piece molecular cluster, H28O14 overall in a non-equilibrium geometry. The level of theory is ωB97M-V/def2-TZVPD.

Each line ends with the Mulliken charge.
CARTESIAN COORDINATES (ANGSTROEM)
1 O 1.8957 3.3067 -0.5805  -0.670
2 H 1.8577 3.8077 -1.3565  0.276
3 H 1.0247 3.3267 -0.2275  0.303
4 O -1.8133 0.4987 -2.4625  -0.660
5 H -2.6193 0.9807 -2.4835  0.319
6 H -1.9043 0.0557 -1.5825  0.151
7 O 0.1257 0.0387 0.0365  0.574
8 H 0.5237 -0.7943 0.2045  -0.219
9 H 0.6217 0.5777 0.6985  0.197
10 O 1.9897 -2.1293 0.0715  -0.603
11 H 1.4537 -2.7563 0.5565  0.256
12 H 2.7737 -2.6313 -0.0005  0.233
13 O -1.6873 -2.0373 -1.1225  -0.517
14 H -2.2493 -2.5183 -1.6965  0.281
15 H -0.8863 -2.5263 -1.2645  0.240
16 O -1.9813 -1.0663 1.9455  -0.711
17 H -1.0303 -1.1493 1.9035  0.343
18 H -2.2803 -1.9383 1.7305  0.319
19 O -3.1113 0.4927 0.1075  -0.673
20 H -3.1123 1.3017 0.5445  0.312
21 H -2.4413 -0.1423 0.4815  0.387
22 O 0.4547 -3.6143 -1.6195  -0.751
23 H 0.2347 -4.0503 -0.7785  0.305
24 H 1.1067 -2.9933 -1.4105  0.430
25 O 2.8737 0.9077 -1.4875  -0.692
26 H 2.2307 0.3197 -1.7855  0.463
27 H 2.2637 1.6067 -1.1575  0.308
28 O 0.6257 -1.7333 2.6635  -0.610
29 H 1.3727 -1.2643 3.1125  0.263
30 H 0.0137 -1.9443 3.3625  0.311
31 O 1.3597 1.5037 1.6675  -0.476
32 H 2.0737 2.1537 1.5445  0.248
33 H 1.5567 0.9187 2.4065  0.211
34 O 1.0077 -0.5743 -2.6855  -0.731
35 H 0.2587 -0.5383 -2.0765  0.203
36 H 0.8957 -1.3783 -3.1945  0.274
37 O -0.9543 3.2017 2.4995  -0.623
38 H -0.3543 3.8077 2.0305  0.303
39 H -0.5473 2.3647 2.4455  0.327
40 O -1.0573 2.5647 -0.2205  -0.607
41 H -1.8453 2.3677 -0.7695  0.295
42 H -0.7213 1.6757 -0.0505  0.412

Values from the calculation:
multiplicity: 1
E: -29119.2632 eV
F_max: 3.36 eV/Å
HOMO: -9.63 eV
gap between HOMO and LUMO: 0.3291 Eh
relative energy (zero: lowest compared OMol25 entry of this formula, charge and spin): 55.1 kcal per mole

Record 5
This record from OMol25 describes CH2BrO2S as an isolated structure in a non-equilibrium geometry. The level of theory is ωB97M-V/def2-TZVPD.

Each line ends with the Mulliken charge.
CARTESIAN COORDINATES (ANGSTROEM)
1 C 0.4962 -0.5892 -0.7592  -0.457
2 O 2.1259 0.3958 -2.8153  -0.523
3 O 3.1756 0.2547 -0.5958  -0.570
4 S 2.2055 -0.3214 -1.5604  0.500
5 Br -0.5071 -1.5498 -2.0247  -0.168
6 H 0.7268 -1.0817 0.1643  0.224
7 H -1.6347 0.8056 -0.4918  -0.008

Values from the calculation:
multiplicity: 1
E: -86038.5513 eV
F_max: 2.72 eV/Å
total charge: -1
HOMO (spin up / spin down): -3.83 / -3.26 eV
gap between HOMO and LUMO (spin up / spin down): 0.2656 / 0.2317 Eh
relative energy (zero: lowest compared OMol25 entry of this formula, charge and spin): 104.3 kcal per mole

- What is the E in the fourth record?
  -29119.2632 eV

Copy entry 5 word for word.
This record from OMol25 describes CH2BrO2S as an isolated structure in a non-equilibrium geometry. The level of theory is ωB97M-V/def2-TZVPD.

Each line ends with the Mulliken charge.
CARTESIAN COORDINATES (ANGSTROEM)
1 C 0.4962 -0.5892 -0.7592  -0.457
2 O 2.1259 0.3958 -2.8153  -0.523
3 O 3.1756 0.2547 -0.5958  -0.570
4 S 2.2055 -0.3214 -1.5604  0.500
5 Br -0.5071 -1.5498 -2.0247  -0.168
6 H 0.7268 -1.0817 0.1643  0.224
7 H -1.6347 0.8056 -0.4918  -0.008

Values from the calculation:
multiplicity: 1
E: -86038.5513 eV
F_max: 2.72 eV/Å
total charge: -1
HOMO (spin up / spin down): -3.83 / -3.26 eV
gap between HOMO and LUMO (spin up / spin down): 0.2656 / 0.2317 Eh
relative energy (zero: lowest compared OMol25 entry of this formula, charge and spin): 104.3 kcal per mole

- Which formula does entry 4 have?
  H28O14